ORCA calculation (the ωB97M-V functional and the def2-TZVPD basis) on a molecular structure, C33H49BCaGeN9O8P.

```
103
Properties=species:S:1:pos:R:3:lowdin_spin:R:1
Ca -0.123 -0.578 1.236 0.0013
C 0.299 -1.207 5.636 0.0000
C 0.805 -1.674 4.419 0.0003
N 0.809 -0.713 3.502 0.0010
N 0.315 0.396 4.111 0.0000
C -0.011 0.111 5.391 0.0001
B 0.079 1.767 3.402 0.0001
N -1.324 1.792 2.755 -0.0002
C -2.496 2.149 3.303 0.0003
C -3.485 2.006 2.348 0.0006
C -2.809 1.532 1.222 0.0003
N -1.505 1.408 1.466 0.0000
N 1.165 2.030 2.318 0.0000
C 1.767 3.223 2.130 0.0000
C 2.650 3.099 1.082 0.0000
C 2.510 1.771 0.663 0.0000
N 1.606 1.137 1.401 0.0000
N 0.196 2.868 4.450 0.0000
C 1.212 2.994 5.349 0.0000
C 1.133 4.245 5.895 0.0000
C 0.027 4.838 5.250 0.0000
N -0.519 4.018 4.370 0.0000
H 0.185 -1.746 6.560 0.0000
H 1.167 -2.659 4.168 0.0000
H -0.419 0.862 6.044 0.0000
H -2.549 2.523 4.311 0.0000
H -4.531 2.236 2.450 0.0000
H -3.198 1.291 0.243 0.0000
H 1.545 4.072 2.756 0.0000
H 3.307 3.854 0.687 0.0000
H 3.011 1.246 -0.137 0.0000
H 1.912 2.192 5.520 0.0000
H 1.771 4.672 6.650 0.0000
H -0.387 5.823 5.393 0.0000
O -4.209 -5.024 -1.359 0.0006
C -3.432 -4.015 -0.957 0.0018
C -2.406 -3.470 -1.726 0.0028
C -1.670 -2.426 -1.198 0.0070
N -1.878 -1.940 0.021 0.0126
C -2.872 -2.458 0.736 0.0383
C -3.688 -3.479 0.310 0.0133
C -2.964 -1.809 2.109 0.0632
O -4.181 -1.684 2.518 0.8270
O -1.979 -1.413 2.701 0.0272
C -0.648 -1.696 -2.042 0.0004
O -0.372 -2.082 -3.147 0.0014
O -0.227 -0.565 -1.483 -0.0001
H -3.968 -5.327 -2.245 0.0000
H -2.176 -3.822 -2.724 0.0001
H -4.490 -3.872 0.920 0.0004
C 5.095 -1.451 1.240 0.0000
C 3.940 -2.202 1.867 0.0000
O 3.268 -3.032 0.888 0.0000
P 2.029 -2.397 0.078 0.0000
O 2.637 -1.733 -1.233 0.0000
C 3.468 -2.465 -2.173 0.0000
C 4.437 -1.493 -2.801 0.0000
O 1.401 -3.748 -0.555 0.0000
C 0.813 -4.715 0.331 0.0000
C 1.719 -5.914 0.494 0.0000
H 5.626 -0.886 2.007 0.0000
H 4.736 -0.750 0.485 0.0000
H 5.794 -2.145 0.773 0.0000
H 3.222 -1.506 2.314 0.0000
H 4.289 -2.884 2.640 0.0000
H 2.804 -2.906 -2.914 0.0000
H 3.991 -3.264 -1.646 0.0000
H 3.899 -0.681 -3.291 0.0000
H 5.041 -2.009 -3.549 0.0000
H 5.104 -1.072 -2.049 0.0000
H -0.141 -5.003 -0.113 0.0000
H 0.607 -4.254 1.306 0.0000
H 1.927 -6.360 -0.479 0.0000
H 1.236 -6.662 1.124 0.0000
H 2.662 -5.619 0.951 0.0000
C 0.219 3.758 -4.385 0.0000
C 0.136 4.510 -3.061 0.0000
C -0.574 3.735 -1.955 0.0000
C 0.119 2.422 -1.558 0.0000
Ge -0.252 0.911 -2.715 0.0000
C -2.078 0.749 -3.385 0.0000
C -2.181 0.592 -4.907 0.0000
C -3.580 0.184 -5.367 0.0000
C -4.656 1.218 -5.049 0.0000
H 0.593 4.401 -5.181 0.0000
H -0.769 3.402 -4.691 0.0000
H 0.895 2.902 -4.327 0.0000
H -0.390 5.455 -3.215 0.0000
H 1.143 4.769 -2.722 0.0000
H -1.612 3.551 -2.250 0.0000
H -0.623 4.365 -1.063 0.0000
H -0.219 2.121 -0.564 0.0000
H 1.197 2.562 -1.488 0.0000
H 0.801 0.508 -3.744 0.0000
H -2.647 1.611 -3.032 0.0000
H -2.521 -0.131 -2.908 0.0000
H -1.460 -0.157 -5.245 0.0000
H -1.905 1.529 -5.398 0.0000
H -3.839 -0.774 -4.905 0.0000
H -3.554 0.010 -6.445 0.0000
H -4.770 1.367 -3.974 0.0000
H -5.624 0.905 -5.442 0.0000
H -4.411 2.183 -5.498 0.0000
```

Output
relative energy (zero: lowest compared OMol25 entry of this formula, charge and spin) = 8.5 kcal/mol
highest occupied orbital energy (alpha / beta) = -11.1 / -11.1 eV
multiplicity = 2
total charge = +1
gap between HOMO and LUMO (alpha / beta) = 0.2913 / 0.1694 Ha